No. 1
Formula: C5H9ClO2S
Source: the Open Molecules 2025 dataset
Level of theory: wB97M-V/def2-TZVPD

```
18
Properties=species:S:1:pos:R:3:nbo_charge:R:1
O 1.2846 2.9296 1.1082 -0.51
C 0.9496 1.9661 0.5840 0.63
O 1.7762 0.8734 0.6377 -0.52
C 1.6616 -0.0664 -0.4195 0.12
Cl 1.2357 0.6926 -2.0075 -0.08
C 0.7695 -1.2625 -0.0717 -0.45
C -0.7283 -1.0962 -0.3507 -0.42
C -1.4985 -0.2804 0.7292 -0.52
S -2.7175 0.8666 -0.0051 -0.05
H -0.0399 1.9376 0.1148 0.14
H 2.6634 -0.4508 -0.5770 0.21
H 0.8926 -1.4270 1.0022 0.23
H 1.1116 -2.1830 -0.5407 0.23
H -0.9522 -0.6795 -1.3278 0.22
H -1.1597 -2.0979 -0.3517 0.22
H -0.8480 0.2184 1.4450 0.21
H -2.0884 -0.9848 1.3119 0.23
H -2.3122 1.0442 -1.2814 0.13
```

Results
Multiplicity: 1
Max |F| (eV/A): 4.75
E_HOMO (hartree): -0.3449
Energy relative to the best compared isomer or geometry (same formula, charge and spin) (kJ/mol): 0.0
Frontier orbital gap (eV): 9.9854
SMILES string: O=CO[C@H](Cl)CCCS

=====

No. 2
Formula: C14H40FIO12
Source: the Open Molecules 2025 dataset
Level of theory: wB97M-V/def2-TZVPD

```
68
Properties=species:S:1:pos:R:3:nbo_charge:R:1
C 1.0360 -0.5508 -4.4494 -0.66
C 0.2254 -1.4744 -3.5593 -0.25
I -0.2404 -3.2463 -4.7334 0.05
C 0.9272 -1.9863 -2.3100 -0.49
C 1.2593 -0.9215 -1.2650 0.01
O 2.0591 0.1685 -1.7104 -0.51
C 3.3034 -0.4028 -1.8657 0.99
O 4.0720 -0.1578 -2.7624 -0.57
O 3.4941 -1.2754 -0.8465 -0.48
C 2.2439 -1.5218 -0.2423 0.81
O 2.1730 -2.8455 0.0440 -0.68
F 2.2060 -0.7757 0.9049 -0.35
H 1.8585 -1.0867 -4.9036 0.22
H 1.3713 0.3292 -3.9181 0.23
H 0.4041 -0.2153 -5.2641 0.22
H -0.7457 -1.0590 -3.3348 0.22
H 0.2457 -2.6680 -1.8148 0.25
H 1.7861 -2.5863 -2.5916 0.23
H 0.3256 -0.6497 -0.7876 0.25
H 1.4726 -2.9887 0.6852 0.50
C -3.0694 -0.0014 -0.5851 -0.25
O -2.2995 -1.1010 -0.1084 -0.75
H -3.0765 -0.0412 -1.6731 0.17
H -4.0993 -0.0592 -0.2240 0.16
H -2.6240 0.9376 -0.2581 0.19
H -2.2907 -1.0561 0.8528 0.48
C -1.3540 2.0569 2.7242 -0.26
O -2.5253 1.4717 2.1486 -0.75
H -0.8518 2.6319 1.9516 0.20
H -1.6330 2.7123 3.5518 0.18
H -0.6749 1.2776 3.0819 0.15
H -2.9564 0.9646 2.8442 0.48
C -4.7882 2.2062 4.4966 -0.26
O -4.0187 1.0699 4.8981 -0.74
H -4.8312 2.1925 3.4111 0.19
H -5.8055 2.1573 4.8931 0.16
H -4.3095 3.1339 4.8182 0.18
H -3.9653 1.0693 5.8548 0.47
C -1.6948 -7.1026 -2.8643 -0.25
O -1.3784 -5.8159 -2.3448 -0.72
H -1.1040 -7.2421 -3.7659 0.18
H -1.4416 -7.8928 -2.1522 0.16
H -2.7545 -7.1758 -3.1232 0.16
H -1.8979 -5.6836 -1.5495 0.46
C 0.3732 3.8053 -0.6778 -0.25
O 0.5495 2.6611 0.1523 -0.73
H -0.4014 4.4204 -0.2257 0.18
H 1.2941 4.3900 -0.7470 0.16
H 0.0531 3.5189 -1.6827 0.17
H 1.2313 2.1134 -0.2474 0.47
C 0.5641 -1.2943 3.4681 -0.26
O -0.5831 -1.9131 2.8828 -0.74
H 1.0303 -0.6866 2.7094 0.20
H 0.2846 -0.6550 4.3098 0.17
H 1.2799 -2.0473 3.8104 0.16
H -1.0068 -2.4484 3.5563 0.47
C 6.3104 0.4388 -5.3506 -0.24
O 4.9857 0.8530 -5.6594 -0.73
H 6.8975 0.5019 -6.2635 0.18
H 6.7561 1.0901 -4.5938 0.16
H 6.3205 -0.5928 -4.9891 0.16
H 4.4757 0.7925 -4.8471 0.48
C -0.5434 5.0207 5.6820 -0.25
O -1.5955 4.7029 4.7745 -0.73
H -0.6696 4.3931 6.5600 0.18
H 0.4347 4.8157 5.2389 0.17
H -0.5874 6.0689 5.9881 0.16
H -1.4859 5.2548 3.9975 0.47
```

Results
Multiplicity: 1
Max |F| (eV/A): 2.04
E_HOMO (hartree): -0.3317
Frontier orbital gap (eV): 9.3441
SMILES string: C[C@@H](I)C[C@@H]1OC(=O)O[C@@]1(O)F.CO.CO.CO.CO.CO.CO.CO.CO

=====

No. 3
Formula: C5H12O2
Source: the Open Molecules 2025 dataset
Level of theory: wB97M-V/def2-TZVPD

```
19
Properties=species:S:1:pos:R:3:nbo_charge:R:1
C -1.4964 1.1736 -1.5337 -0.64
C -1.4099 0.4630 -0.2108 -0.28
C -0.3721 0.1159 0.5638 0.29
O -0.6430 -0.8916 1.4740 -0.71
C 0.9759 0.7592 0.7592 -0.47
C 2.2085 -0.1527 0.7124 -0.61
H -0.5266 1.3086 -2.0213 0.21
H -2.1031 0.5564 -2.2141 0.23
H -2.0051 2.1414 -1.4728 0.22
H -2.3592 0.0692 0.1507 0.21
H 0.1557 -1.1486 1.9494 0.48
H 0.8924 1.1836 1.7715 0.22
H 1.0978 1.6156 0.0896 0.23
H 2.1930 -0.9318 1.4854 0.19
H 2.2951 -0.6557 -0.2542 0.21
H 3.1207 0.4295 0.8838 0.22
O -0.6396 -2.3782 -0.8958 -0.94
H -0.1963 -1.5453 -1.0922 0.46
H -1.1879 -2.1120 -0.1449 0.48
```

Results
Multiplicity: 1
Max |F| (eV/A): 0.52
E_HOMO (hartree): -0.3167
Energy relative to the best compared isomer or geometry (same formula, charge and spin) (kJ/mol): 136.5
Frontier orbital gap (eV): 9.3364
SMILES string: C/C=C(/O)CC.O

=====

No. 4
Formula: C7H13NO4S
Source: the Open Molecules 2025 dataset
Level of theory: wB97M-V/def2-TZVPD

```
26
Properties=species:S:1:pos:R:3:nbo_charge:R:1
C -1.8303 -0.8494 0.0044 0.72
C -2.8569 2.2366 -1.0827 -0.09
C -1.1327 0.3844 -0.0283 -0.41
C 3.5444 0.1339 -0.8613 -0.61
C -1.5943 -3.1274 0.5543 -0.28
C 2.2728 0.7506 -0.3896 -0.40
C 1.5450 -0.0960 0.8493 -0.61
N -1.8060 1.6322 -0.4409 -0.41
O -2.8229 -1.0470 -0.6515 -0.62
O -0.3698 0.6228 2.5871 -0.92
O 0.2907 2.3472 0.9616 -0.98
O -1.0667 -1.8064 0.5984 -0.52
S 0.0367 0.9242 1.2609 2.12
H -2.7254 3.3696 -1.3109 0.20
H -3.7761 1.7674 -1.3394 0.21
H 4.1539 0.8992 -1.2901 0.22
H 4.1727 -0.3354 -0.1907 0.20
H 3.2957 -0.6627 -1.6029 0.20
H -2.0564 -3.4065 1.5186 0.19
H -0.8586 -3.8442 0.2490 0.19
H -2.5533 -3.2476 -0.2042 0.21
H 1.6523 0.5586 -1.2640 0.22
H 2.3194 1.6762 0.0972 0.23
H 1.1802 -1.0321 0.4462 0.24
H 2.1166 -0.2867 1.7220 0.23
H -1.1308 2.4384 -0.1925 0.46
```

Results
Multiplicity: 1
Max |F| (eV/A): 4.43
E_HOMO (alpha / beta) (hartree): -0.3144 / -0.3144
Energy relative to the best compared isomer or geometry (same formula, charge and spin) (kJ/mol): 430.8
Frontier orbital gap (alpha / beta) (eV): 8.2666 / 8.2641

=====

No. 5
Formula: C27H63AsF6N9O9
Source: the Open Molecules 2025 dataset
Level of theory: wB97M-V/def2-TZVPD

```
115
Properties=species:S:1:pos:R:3:mulliken_charge:R:1
As -0.0829 -0.9029 -0.5810 1.95
F 0.8877 -1.6548 -1.9371 -0.54
F 1.3912 -0.2047 0.1651 -0.55
F -1.1402 -0.1322 0.6289 -0.17
F -1.6021 -1.5658 -1.4100 -0.50
F 0.1136 -2.4047 0.3052 -0.38
F -0.2185 0.5670 -1.5407 -0.51
C -4.0492 0.4839 -0.0570 0.33
C -3.7934 1.9211 0.2615 0.51
O -4.4265 2.8062 -0.3413 -0.76
N -2.9726 2.1712 1.2832 0.70
C -2.4950 3.4795 1.5356 -1.21
H -5.1188 0.3031 0.0495 0.35
H -3.5792 -0.0158 0.7901 -0.37
H -3.6097 0.0421 -0.9513 -0.24
H -2.3612 1.4303 1.5950 -0.59
H -3.3020 4.0663 1.9743 0.32
H -2.2018 4.0396 0.6477 0.34
H -1.6526 3.4744 2.2273 0.41
C 4.0787 5.6101 0.2415 -1.12
C 3.3218 4.4276 0.8942 0.67
O 3.8537 4.0307 1.9149 -0.62
N 2.1721 3.9652 0.4266 0.08
C 1.3581 2.7898 0.8878 -0.73
H 4.8647 5.2041 -0.3952 0.22
H 4.4639 6.2941 0.9978 0.35
H 3.5174 6.2048 -0.4792 0.29
H 1.8218 4.6747 -0.2011 0.26
H 0.3000 2.9060 1.1224 -0.16
H 1.8826 2.3405 1.7311 0.39
H 1.5859 2.0794 0.0932 0.36
C -7.0632 -2.1248 -2.4946 -0.80
C -6.5800 -1.1760 -3.5344 0.69
O -7.3585 -0.2628 -4.0333 -0.72
N -5.3358 -1.2119 -4.0140 -0.03
C -4.2191 -1.9485 -3.5340 -0.81
H -7.2551 -3.0662 -3.0094 0.31
H -7.9718 -1.7079 -2.0602 0.28
H -6.3490 -2.3272 -1.6964 0.10
H -5.1524 -0.6278 -4.8173 0.22
H -4.3937 -2.6969 -2.7610 0.21
H -3.6533 -1.2210 -2.9520 0.24
H -3.5861 -2.4777 -4.2462 0.33
C 6.4125 -5.1883 1.1364 -0.94
C 5.1287 -4.2940 1.5369 0.45
O 5.3490 -3.3041 2.1900 -0.59
N 3.8734 -4.7079 1.2981 -0.20
C 2.6935 -4.0065 1.6293 -0.43
H 6.0456 -6.0215 0.5370 0.31
H 6.9688 -5.3980 2.0500 0.28
H 7.0098 -4.4718 0.5727 0.27
H 3.7278 -5.6513 0.9680 0.24
H 2.6103 -3.0152 1.1837 0.03
H 2.7564 -3.8335 2.7037 0.26
H 1.9233 -4.7589 1.4597 0.26
C -3.2637 -3.1990 0.8848 -0.58
C -2.7611 -3.3063 2.3119 0.45
O -3.4618 -2.9376 3.2573 -0.68
N -1.4324 -3.6081 2.3903 0.03
C -0.8282 -3.7452 3.7742 -0.86
H -2.5298 -2.4850 0.5110 -0.10
H -4.2698 -2.7920 0.7831 0.29
H -3.2944 -3.9703 0.1153 0.38
H -0.7526 -3.6469 1.6443 0.27
H -1.0789 -2.9661 4.4940 0.34
H 0.2563 -3.8283 3.7029 0.11
H -1.2114 -4.6279 4.2861 0.38
C -0.2856 0.0634 3.7093 0.16
C -1.5998 0.7798 3.8307 0.77
O -1.7946 1.9900 4.2606 -0.75
N -2.7003 0.0682 3.6956 0.15
C -4.0353 0.6011 3.9303 -1.04
H 0.4194 0.4365 2.9664 -0.47
H -0.3114 -1.0047 3.4936 -0.16
H 0.1886 0.3446 4.6496 0.41
H -2.5473 -0.9165 3.5308 -0.09
H -4.0048 0.8161 4.9985 0.42
H -4.8807 -0.0235 3.6416 0.28
H -4.2654 1.5940 3.5439 0.29
C 0.8172 -0.7514 -8.2207 -1.12
C 0.6661 -0.0839 -6.8865 0.61
O 1.1755 1.0066 -6.6315 -0.63
N -0.1370 -0.8009 -6.0734 -0.10
C -0.2146 -0.4333 -4.6678 -0.77
H 0.8058 -1.8272 -8.0456 0.32
H 1.7284 -0.4346 -8.7280 0.33
H -0.0489 -0.4710 -8.8201 0.26
H -0.8666 -1.4429 -6.3484 0.26
H 0.6536 0.0387 -4.2079 0.29
H -0.6800 -1.1475 -3.9885 0.19
H -0.9160 0.4008 -4.6503 0.33
C 3.1133 6.2391 -3.7665 -1.27
C 2.3504 5.2521 -2.9213 0.63
O 1.7122 5.6712 -1.9849 -0.67
N 2.4762 3.9079 -3.2040 -0.07
C 1.5859 2.9765 -2.6379 -0.83
H 4.1850 6.0514 -3.7006 0.32
H 2.9912 7.2332 -3.3364 0.32
H 2.8429 6.3606 -4.8154 0.39
H 3.1183 3.4774 -3.8540 0.24
H 2.1166 2.0564 -2.3932 0.20
H 0.8680 2.6459 -3.3885 0.36
H 1.0270 3.3649 -1.7865 0.29
C 3.3154 -0.3018 2.5932 0.10
C 3.8259 0.4758 3.8517 0.46
O 4.3473 1.5232 3.6344 -0.65
N 3.7167 -0.1051 5.0057 -0.15
C 3.0510 -1.3296 5.5371 -0.66
H 3.0548 0.2529 1.6919 -0.06
H 2.4257 -0.8520 2.8997 -0.33
H 4.1343 -1.0136 2.4896 0.38
H 4.1772 0.4069 5.7446 0.26
H 3.6445 -2.1232 5.9908 0.30
H 2.3545 -1.8185 4.8559 0.06
H 2.4387 -0.9724 6.3651 0.34
```

Results
Multiplicity: 1
Max |F| (eV/A): 5.82
Charge: -1
E_HOMO (hartree): -0.2319
Energy relative to the best compared isomer or geometry (same formula, charge and spin) (kJ/mol): 420.5
Frontier orbital gap (eV): 8.2910

=====

No. 6
Formula: C4H11ClNPS2
Source: the Open Molecules 2025 dataset
Level of theory: wB97M-V/def2-TZVPD

```
20
Properties=species:S:1:pos:R:3:nbo_charge:R:1
C -1.7703 -1.9468 0.0835 -0.58
C -2.4645 -0.9181 -0.8291 -0.50
C -1.5271 0.2385 -0.7680 -0.03
C -1.6226 1.1255 0.5129 -0.69
S -0.3510 0.5400 -1.7784 0.02
H -0.7227 -1.7797 0.1620 0.21
H -2.1615 -1.8731 1.0092 0.20
H -1.8610 -2.9933 -0.1441 0.22
H -3.4867 -0.8053 -0.3915 0.23
H -2.3139 -1.2621 -1.8139 0.23
H -1.7836 2.1364 0.2798 0.24
H -0.7739 1.1858 1.0522 0.24
H -2.4746 0.9204 1.1263 0.20
N 3.3017 0.6070 -0.9969 -1.22
P 2.7206 1.1943 0.3918 0.93
S 4.0413 0.0689 1.7645 -0.34
Cl 3.6143 3.0116 0.5162 -0.33
H 3.7625 -0.2848 -0.9188 0.41
H 2.8492 0.7666 -1.8563 0.41
H 3.0240 0.0683 2.5985 0.14
```

Results
Multiplicity: 1
Max |F| (eV/A): 3.72
E_HOMO (hartree): -0.3137
Energy relative to the best compared isomer or geometry (same formula, charge and spin) (kJ/mol): 237.7
Frontier orbital gap (eV): 8.5788
SMILES string: CCC(C)=S.NP(S)Cl